# 1
# H28O14

A 14-piece molecular cluster, H28O14 overall in a non-equilibrium geometry (wB97M-V/def2-TZVPD, OMol25).

The geometry in XYZ format:
```
42
Properties=species:S:1:pos:R:3:forces:R:3:mulliken_charge:R:1
O 0.9128 1.4138 -0.7627 4.174 0.074 2.880 -0.706
O -0.8046 -3.1396 0.1284 0.174 0.093 0.447 -0.728
O -1.7699 0.9826 -0.5085 0.122 -0.216 -0.024 -0.702
O 1.1938 0.3382 -3.0485 -0.424 0.538 -0.585 -0.830
O 1.5583 -2.1754 -2.2903 0.761 1.230 0.966 -0.807
O -1.5562 -0.2646 -3.0847 -3.388 -2.310 1.485 -0.737
O -0.9318 -0.6096 1.4981 0.438 -0.265 -0.204 -0.710
O -0.8284 -2.6952 -2.5640 -2.628 -1.291 0.819 -0.903
O 0.5653 3.6236 1.2981 -1.348 1.602 2.256 -0.642
O 1.8948 -2.7479 -0.0126 2.742 0.646 1.069 -0.694
O -1.7892 2.8223 1.4140 3.883 -6.891 -0.395 -0.723
O 1.1844 1.6554 3.1578 2.931 -0.385 -0.962 -0.758
O -1.2778 1.0643 3.3373 0.777 2.406 1.546 -0.802
O 1.5832 -0.1204 1.1767 0.306 -0.223 0.776 -0.321
H 1.8957 -2.2501 -1.2915 -0.228 -0.531 -1.948 0.426
H -1.3060 -1.4102 1.1011 0.120 -0.853 -0.354 0.342
H 1.7034 1.4679 3.9753 -1.160 0.149 -0.685 0.293
H 1.3955 -0.5757 -2.7598 -0.148 -0.418 -0.329 0.576
H -2.1319 3.5991 1.5388 -3.388 7.091 1.138 0.187
H 1.6727 0.6173 1.9007 -0.233 0.406 0.636 0.427
H -1.0327 0.4735 -3.0045 1.201 2.926 0.580 0.293
H 2.0550 -2.0747 0.6518 0.508 -0.170 0.284 0.365
H -0.0015 1.4053 -0.7626 -3.898 -0.193 -0.483 0.380
H 0.3304 0.2947 -3.5167 1.686 -0.298 0.154 0.289
H 1.1707 3.0719 1.7271 1.738 -1.079 1.690 0.352
H 0.7380 3.4694 0.4222 0.530 -0.283 -3.845 0.317
H 0.2478 1.3789 3.1413 -1.252 -0.337 1.408 0.492
H -0.7844 2.9633 1.5949 -1.432 0.398 -0.943 0.526
H -0.8708 -3.9637 0.6523 -0.228 0.418 -1.009 0.273
H -2.0430 -0.2739 -2.1932 0.730 0.508 -1.806 0.422
H -2.1456 1.7490 -0.0278 0.190 -0.232 -0.058 0.305
H 1.4097 0.3473 0.2814 -0.316 1.431 -1.353 0.485
H 2.1137 -2.6163 -2.9117 0.944 -0.552 -0.464 0.269
H -0.9505 -3.2252 -0.8657 -0.068 -0.171 0.344 0.402
H -1.5179 0.3542 0.1999 -0.348 0.593 -0.329 0.502
H -1.2173 -1.8214 -2.6969 0.120 -0.166 -0.452 0.497
H 0.0309 -0.7633 1.5487 -0.424 -0.416 0.329 0.328
H -1.4176 0.2257 2.9757 -0.790 -1.835 -0.888 0.405
H 0.0981 -2.5524 -2.6193 1.541 0.146 -0.055 0.454
H 0.9768 -2.8781 0.0487 -3.045 -0.917 0.156 0.455
H 1.2841 1.0884 -1.5880 -0.313 -0.297 -1.746 0.490
H -1.6377 1.7516 2.7386 -0.558 -0.324 -0.046 0.512
```
Forces are in eV/Å.

The highest occupied orbital energy (spin up / spin down) comes out at -0.508 / -0.508 Eh. The expectation value of S² is 0.756. As for the multiplicity: 2. The total energy comes out at -29109.70730 eV. Its gap between HOMO and LUMO (spin up / spin down) is 10.5 / 3.1 eV. As for the net charge: +1.

# 2
# H29O14

A 14-piece molecular cluster, H29O14 overall in a non-equilibrium geometry (wB97M-V/def2-TZVPD, OMol25).

The geometry in XYZ format:
```
43
Properties=species:S:1:pos:R:3:forces:R:3:mulliken_charge:R:1
O -2.9125 3.6248 0.9216 1.467 -0.396 -0.335 -0.631
O -3.5224 0.2753 -1.9904 -1.625 0.930 1.098 -0.657
O 1.8773 1.0117 2.7245 -2.775 -1.671 -0.131 -0.750
O -3.8590 1.0659 1.2056 -4.261 -1.517 -0.056 -0.596
O 4.4849 -0.8259 2.4222 0.805 -2.038 -1.283 -0.658
O -0.2612 -2.3397 2.3560 0.881 -0.933 2.342 -0.571
O 0.4077 3.1163 -2.8360 -1.186 -0.180 -0.941 -0.566
O 2.2128 0.7275 -0.4244 -0.241 -0.002 1.549 0.686
O 0.3435 -0.6706 -3.1492 0.801 -0.093 0.393 -0.772
O -0.6973 0.8568 0.9975 -1.317 2.179 -1.311 -0.955
O 1.5391 -1.6867 0.0489 3.025 0.983 1.115 -0.753
O 0.6586 -3.2556 -1.6317 -0.028 -0.896 -0.741 -0.499
O 0.5903 2.4803 -0.5138 -3.767 -1.854 0.236 -0.758
O -1.0727 -4.3116 -0.1043 0.454 1.990 0.860 -0.708
H 0.3104 -4.1553 -1.5812 -0.531 0.107 -0.029 0.307
H -0.3434 2.0137 -0.0801 2.923 1.092 -0.553 0.492
H 1.2670 -0.3565 -2.9981 -0.839 -0.285 -0.195 0.293
H 5.0815 -0.6395 1.6613 -0.545 0.487 0.656 0.339
H 4.4642 -1.8254 2.2948 -0.405 1.719 0.643 0.323
H -3.9322 0.9229 -1.3508 1.121 -0.623 -0.636 0.328
H -0.5198 -3.2261 2.7086 -0.113 0.760 -0.784 0.287
H 1.2931 3.4856 -2.8649 0.115 0.425 -0.277 0.313
H 0.3373 -2.0782 3.1245 -0.878 0.132 -1.686 0.310
H 0.3401 -1.5810 -2.7933 0.032 0.395 -0.145 0.336
H -0.7885 -3.3379 0.0839 -1.072 -2.531 -0.618 0.326
H -4.3552 -0.1001 -2.3196 0.506 -0.258 -0.339 0.310
H 2.7645 0.7429 2.8685 1.573 0.597 -0.162 0.301
H -4.2630 0.1692 0.9933 1.544 1.665 0.407 0.309
H 1.5983 -3.4211 -1.6885 0.630 0.448 -0.110 0.289
H -0.2564 3.6310 -3.3431 0.932 -0.299 0.353 0.294
H 0.1958 0.8238 1.3132 0.601 -1.530 1.132 0.184
H 2.7733 0.5817 -1.2032 0.561 -0.269 -0.494 -0.172
H -1.9941 -4.2912 -0.3856 0.060 0.243 0.100 0.328
H -2.9453 1.1152 1.1239 2.370 -0.064 -0.402 0.357
H 1.0742 -0.9834 -0.3755 -1.693 -0.365 -0.799 0.232
H -2.3165 4.1500 1.4797 -0.908 0.006 -0.201 0.311
H -3.8257 3.8743 0.9845 -0.351 0.456 0.500 0.291
H -1.3521 0.1732 1.0819 0.766 -1.181 0.554 0.340
H 2.2027 -0.0170 0.2283 0.857 0.342 -0.386 0.217
H 1.1193 -2.4870 0.2964 -1.286 -0.392 0.040 0.223
H 0.2865 2.3237 -1.5475 1.438 1.001 1.751 0.394
H 1.4090 1.7818 -0.2402 -0.793 0.347 -1.272 0.049
H 1.5857 1.8898 2.5357 1.151 1.071 0.158 0.275
```
Forces are in eV/Å.

The highest occupied orbital energy (spin up / spin down) comes out at -0.101 / -0.380 Eh. The expectation value of S² is 0.751. As for the multiplicity: 2. The total energy comes out at -29130.24776 eV. Its gap between HOMO and LUMO (spin up / spin down) is 2.9 / 10.3 eV. As for the net charge: 0.

# 3
# H2I4Si2

H2I4Si2 as an isolated structure in a non-equilibrium geometry (wB97M-V/def2-TZVPD, OMol25).

The geometry in XYZ format:
```
8
Properties=species:S:1:pos:R:3:forces:R:3:mulliken_charge:R:1
I 0.9948 2.7879 2.0126 -0.349 -0.083 -0.290 -0.128
I -1.9607 0.0485 -0.7393 0.192 -0.418 0.025 -0.023
I 1.4654 1.9965 -1.6506 0.251 -0.055 -0.304 -0.050
I -0.1523 -3.6351 -1.2060 -0.268 0.484 0.621 -0.037
Si -0.3077 -1.5939 0.1676 -0.275 0.516 -0.909 0.317
Si -0.3085 2.8456 -0.1782 0.143 0.137 0.477 0.052
H -0.7148 -1.4866 1.5492 -0.176 -0.792 0.524 -0.043
H 0.9838 -0.9629 0.0447 0.482 0.211 -0.143 -0.087
```
Forces are in eV/Å.

The highest occupied orbital energy comes out at -0.322 Eh. As for the multiplicity: 1. The total energy comes out at -48192.77405 eV. Its gap between HOMO and LUMO is 7.7 eV. As for the net charge: 0.

# 4
# H2IO

A 2-piece molecular cluster, H2IO overall in a non-equilibrium geometry (wB97M-V/def2-TZVPD, OMol25).

The geometry in XYZ format:
```
4
Properties=species:S:1:pos:R:3:forces:R:3:mulliken_charge:R:1
I -2.0000 0.4698 1.5691 0.016 -0.020 -0.088 -0.895
O 0.9636 -0.4095 -0.4290 -0.216 0.596 -0.796 -0.650
H 0.0896 -0.3165 0.0135 0.339 0.137 -0.043 0.247
H 0.9468 0.2561 -1.1536 -0.139 -0.712 0.927 0.298
```
Forces are in eV/Å.

The highest occupied orbital energy comes out at -0.131 Eh. As for the multiplicity: 1. The total energy comes out at -10183.34251 eV. Its gap between HOMO and LUMO is 7.5 eV. As for the net charge: -1.

# 5
# H2IOZn2

H2IOZn2 as an isolated structure (wB97M-V/def2-TZVPD, OMol25).

The geometry in XYZ format:
```
6
Properties=species:S:1:pos:R:3:forces:R:3:mulliken_charge:R:1
I 2.9276 -32.5191 5.3767 0.114 -0.188 -0.004 0.457
Zn 4.5748 -32.2969 7.6363 -0.408 0.364 -0.621 1.178
Zn 1.1501 -31.1602 3.5612 0.405 -0.055 0.733 1.240
O -0.2203 -33.8687 6.7838 0.347 0.405 -0.777 -0.507
H 0.7194 -33.7442 6.9696 -0.328 -0.443 0.235 0.250
H -0.2779 -34.5844 6.1270 -0.131 -0.084 0.434 0.382
```
Forces are in eV/Å.

The highest occupied orbital energy comes out at -0.789 Eh. As for the multiplicity: 1. The total energy comes out at -106977.17999 eV. Its gap between HOMO and LUMO is 3.6 eV. As for the net charge: +3.

# 6
# H2N2O

A 2-piece molecular cluster, H2N2O overall in a non-equilibrium geometry (wB97M-V/def2-TZVPD, OMol25).

The geometry in XYZ format:
```
5
Properties=species:S:1:pos:R:3:forces:R:3:mulliken_charge:R:1
O 2.1308 0.0086 -0.0451 0.180 0.332 0.257 -0.654
N -1.0667 -0.4471 0.1098 -4.459 4.636 -1.094 0.028
N -1.8405 0.3650 -0.0776 4.380 -4.630 1.086 -0.030
H 1.2828 -0.2633 -0.4268 0.261 0.483 0.493 0.330
H 2.0209 0.7697 0.5622 -0.363 -0.821 -0.743 0.326
```
Forces are in eV/Å.

The highest occupied orbital energy comes out at -0.423 Eh. Its SMILES is N#N.O. As for the multiplicity: 1. The total energy comes out at -5060.74087 eV. Its gap between HOMO and LUMO is 12.4 eV. As for the net charge: 0.